# 1
Entry from the Open Molecules 2025 dataset: a cluster of 2 separate species, C3H10N in total in a non-equilibrium geometry (wB97M-V/def2-TZVPD).

Summary:
⟨S²⟩: 2.003
Lowest unoccupied orbital energy (spin up / spin down) in eV: -3.2 / -8.1
Net charge: +1
HOMO (spin up / spin down) in eV: -11.460 / -17.766
Gap between HOMO and LUMO (spin up / spin down) in eV: 8.2 / 9.6
2S+1: 3

Geometry as XYZ:
```
14
Properties=species:S:1:pos:R:3:nbo_charge:R:1
H 1.99170 0.44175 0.49778 0.252
H -0.87570 -0.16696 1.54977 0.229
H 0.33123 1.61392 0.56733 0.279
C 0.01081 -0.43121 0.89975 0.046
H -0.36703 -1.73523 -0.68657 0.463
H -0.95547 1.34140 -0.88396 0.248
H 0.81129 -1.83250 1.15928 0.013
H 0.85323 -0.47611 -0.76493 0.459
N -0.18809 -0.69658 -0.53803 -0.594
H -0.78763 0.15383 -2.33595 0.255
H -2.05943 -0.02522 -1.03831 0.245
H 1.14657 0.98994 2.04512 0.283
C -1.03507 0.22992 -1.26126 -0.430
C 0.98215 0.75249 0.92458 -0.747
```

---

# 2
Entry from the Open Molecules 2025 dataset: a structure of composition C9H6Br2N2PbS in a non-equilibrium geometry (wB97M-V/def2-TZVPD).

Summary:
Lowest unoccupied orbital energy in eV: -11.2
Net charge: +2
HOMO in eV: -14.185
Gap between HOMO and LUMO in eV: 3.0

Geometry as XYZ:
```
21
Properties=species:S:1:pos:R:3:nbo_charge:R:1
C 0.55856 -1.13233 0.44532 0.047
H -2.80011 -0.15054 -2.26491 0.264
Br -0.82567 -0.38303 -4.40729 0.154
C 0.66992 -0.77145 1.80497 0.155
S 0.50465 -3.14449 1.66652 1.100
H 0.79830 2.61572 1.65561 0.265
H 0.67548 2.07184 -0.75418 0.273
N 0.44676 -2.43190 0.21593 -0.466
Br 2.08217 -0.84689 -2.76354 0.179
Pb -0.22041 0.06485 4.70359 1.747
C -0.68438 -0.06691 -2.53373 -0.028
C 0.48376 -0.28013 -1.93137 -0.231
C 0.58312 -0.03488 -0.46308 0.103
N 0.64088 -1.83348 2.61062 -0.766
C 0.74383 1.58155 1.33601 -0.086
C -1.95178 0.41712 -1.88273 -0.664
C 0.66833 1.26447 -0.03251 -0.203
C 0.76502 0.53638 2.21666 -0.321
H -2.05427 1.48166 -2.11541 0.251
H 0.86742 0.72555 3.28736 0.026
H -1.95161 0.31689 -0.79386 0.200
```

---

# 3
Entry from the Open Molecules 2025 dataset: a cluster of 3 separate species, C6H17NO2Si2 in total in a non-equilibrium geometry (wB97M-V/def2-TZVPD).

Summary:
Lowest unoccupied orbital energy in eV: 0.3
Net charge: 0
HOMO in eV: -9.851
Gap between HOMO and LUMO in eV: 10.1

Geometry as XYZ:
```
28
Properties=species:S:1:pos:R:3:nbo_charge:R:1
H 0.44718 3.98410 0.05568 0.257
C -3.54574 -0.87829 3.28267 -0.848
Si -2.30873 0.68947 -0.45433 1.240
O 0.11180 0.54583 0.10980 -0.886
H -3.02358 -1.78434 3.43236 0.215
H -2.87503 -0.00410 3.43558 0.197
H 3.17289 2.23305 -1.39591 0.246
H 1.87060 -1.93225 0.64818 0.350
H -0.99101 2.90839 0.13096 0.247
C -0.02995 -0.92075 1.96815 -0.702
Si 0.86116 1.65944 -0.94715 1.873
H 3.03222 2.18307 0.31959 0.252
H 0.69332 -0.84885 2.81241 0.230
H -4.19622 -0.66692 4.06278 0.211
H 3.15726 0.70957 -0.46471 0.293
H -0.37222 0.61572 -3.13169 0.245
H -0.23789 -1.96054 1.86759 0.242
C 0.71058 -0.43530 0.77072 0.598
O -2.48946 -0.80205 -0.41736 -1.253
H -1.02319 -0.39523 2.17604 0.239
H -0.64019 3.51515 -1.43006 0.246
C 2.65860 1.73400 -0.58005 -1.201
C -0.11504 3.21646 -0.54668 -1.166
H 0.97122 1.73100 -3.47634 0.230
H 1.24674 0.10858 -2.93647 0.253
N 1.65280 -1.04614 0.20319 -0.718
H -3.99098 -0.71025 2.31224 0.226
C 0.57804 0.95460 -2.76214 -1.116
```

---

# 4
Entry from the Open Molecules 2025 dataset: a cluster of 3 separate species, C9H26N2O3 in total in a non-equilibrium geometry (wB97M-V/def2-TZVPD).

Summary:
SMILES: COC[C@H](C)N.COC[C@H](C)N.CO
Lowest unoccupied orbital energy in eV: 0.7
Net charge: 0
HOMO in eV: -8.945
Gap between HOMO and LUMO in eV: 9.7

Geometry as XYZ:
```
40
Properties=species:S:1:pos:R:3:nbo_charge:R:1
H 4.35205 0.96025 -0.18597 0.145
H -0.93795 1.50125 -4.43797 0.339
H 1.42205 0.24925 3.12303 0.161
C -2.17095 0.81025 -3.02797 -0.069
C 1.63305 -1.94175 4.62803 -0.268
C -0.96895 -0.14475 -2.94497 -0.638
C -2.39495 1.52725 -1.67097 -0.059
H -2.42995 1.65825 0.90603 0.172
H -0.85195 -0.55475 -3.92597 0.216
H 4.00805 0.06925 -1.61397 0.147
H -3.94695 1.83225 0.38803 0.167
H -0.44995 -2.20675 -0.25997 0.223
H 1.22705 -2.46675 0.58403 0.217
H 3.43705 -0.37175 -0.28097 0.154
O -3.01295 0.58825 -0.89797 -0.525
H 0.13805 0.31125 -0.28697 0.372
C 0.20205 -2.11775 0.60803 -0.634
H -3.02995 0.37625 -3.41397 0.197
H -0.88695 -0.91475 -2.09697 0.217
H -2.93795 2.54325 -1.64597 0.172
H 2.29205 -1.04875 2.12603 0.154
H 1.62705 -1.07775 5.41803 0.184
H 0.60805 1.38925 0.83903 0.384
C 0.19005 -0.73975 1.53203 -0.049
N 0.46805 0.30825 0.62003 -0.914
N -1.69195 1.94425 -3.93597 -0.793
H -3.50095 0.19425 1.01603 0.197
H 1.81805 0.82425 -0.74997 0.476
C 3.69605 0.36425 -0.84797 -0.194
H -1.15095 2.47825 -3.33797 0.329
H -1.37195 1.81025 -1.36597 0.139
H 1.34705 -2.85075 5.14803 0.198
H -0.12895 -2.90475 1.20703 0.221
C -3.19195 1.08525 0.39403 -0.263
H -0.81995 -0.29275 1.85503 0.192
O 2.63805 1.19425 -1.21297 -0.756
H 2.71305 -2.32375 4.30603 0.171
O 0.82605 -1.74375 3.48903 -0.533
C 1.27605 -0.80575 2.66203 -0.050
H -0.04295 0.48725 -2.70797 0.199
```

---

# 5
Entry from the Open Molecules 2025 dataset: a cluster of 7 separate species, C23H42O21 in total in a non-equilibrium geometry (wB97M-V/def2-TZVPD).

Summary:
SMILES: C[C@H]1COC(=O)O1.C[C@H]1COC(=O)O1.COC(=O)OC.COC(=O)OC.COC(=O)OC.COC(=O)OC.COC(=O)OC
Lowest unoccupied orbital energy in eV: 0.3
Net charge: 0
HOMO in eV: -10.002
Gap between HOMO and LUMO in eV: 10.3

Geometry as XYZ:
```
86
Properties=species:S:1:pos:R:3:lowdin_charge:R:1
O -2.48694 -2.71666 5.29719 0.004
H -1.82474 -1.63279 2.96188 0.067
H -6.64687 1.58563 1.95601 0.103
C -1.10643 1.85660 -4.90089 -0.034
H 5.72105 1.09502 -0.40846 0.122
H -3.41568 -1.32298 -2.05753 0.095
H 2.75018 2.87517 -0.50324 0.108
H -2.92706 0.03050 -0.82815 0.075
O 1.15758 -0.08390 -5.97966 -0.070
O 1.59175 -0.97657 -3.97271 0.006
H 6.68112 -0.14704 -1.42308 0.096
H -1.79877 2.45784 -5.47105 0.097
C 0.94104 4.21426 1.28269 -0.569
H 2.03688 -3.00526 -3.47267 0.110
H 0.81512 -3.68375 2.86892 0.062
H 1.25544 -2.84564 4.28077 0.082
C 2.55076 1.87324 -0.10041 -0.002
H 0.68370 0.80039 -7.86514 0.083
H 0.02735 0.35228 -1.89930 0.122
C 1.94113 -0.96073 -5.24824 -0.358
O 0.22812 -2.93316 0.57099 0.144
C 1.45912 0.36265 -7.26085 -0.079
C -2.61462 3.24999 -0.69579 -0.032
O 6.15641 -0.60587 0.46434 0.004
H 1.06770 -4.59575 4.36547 0.115
O -5.58789 0.21188 2.89047 0.011
H -2.11835 3.46902 0.30494 0.120
C 0.64903 -3.66263 3.93391 -0.038
C -0.12961 -2.06403 -0.16992 -0.625
H -2.49987 -1.69068 1.36979 0.104
C 6.57359 0.33823 -0.47788 -0.030
O -0.82442 2.42491 -3.63131 0.022
O 2.92387 -1.80524 -5.80960 -0.054
H 3.20884 -1.78279 -3.07697 0.073
C -1.23698 -3.10250 5.30186 -0.421
H -5.84274 2.24907 3.17632 0.052
H -2.91425 0.11580 -2.66135 0.078
O 0.47976 -0.90045 -0.32205 0.066
C -6.36279 1.40455 2.98594 -0.027
O -0.37201 -2.88572 6.42777 -0.091
H -3.22536 2.40012 -0.64763 0.046
C 1.99336 2.47520 2.28679 -0.026
H 2.18403 1.20176 -7.20470 0.109
H 1.83215 -0.54953 -7.80639 0.114
H 1.84364 -1.85910 -2.11492 0.087
O 0.51693 5.33818 1.07212 0.134
C -2.79612 -0.49215 -1.75979 0.024
C -1.37050 -1.01322 -1.71751 -0.286
H -2.39394 -1.38571 6.80251 0.074
H 0.96558 1.08622 0.84364 0.126
H 2.95653 -2.48591 2.61792 0.096
O 4.06070 -0.93362 -0.74808 -0.067
H 3.43710 1.40781 0.28902 0.052
H -4.04783 -1.73508 6.44282 0.111
H -0.86995 0.76271 -0.51817 0.127
H -2.91694 -2.91970 7.27704 0.098
H -1.47767 0.84690 -4.84941 0.091
O -3.91880 1.41079 1.63797 -0.067
O -1.56309 3.13359 -1.64747 -0.004
C 4.87905 -0.97001 0.41892 -0.398
H -0.14868 1.74984 -5.49986 0.098
O 4.47500 -1.52024 1.56212 0.025
H 7.48272 0.75555 -0.20852 0.073
H -1.02037 -1.35210 -2.66753 0.145
O 1.80181 3.90806 2.21246 0.079
H 3.29597 -3.18076 1.03468 0.120
C -0.42901 -0.07469 -1.03556 -0.112
O -0.76205 -3.51118 4.12777 -0.005
O -3.59722 -0.70248 2.87425 -0.009
H -7.17041 1.35231 3.72182 0.109
H 3.08517 2.38622 2.44590 0.144
C 1.42498 2.07193 0.91037 -0.343
C -4.35021 0.32362 2.42515 -0.397
C -2.34283 -1.02064 2.22971 -0.004
C -1.84338 2.67567 -2.84898 -0.433
H -3.25186 4.08170 -0.99106 0.104
C -3.03219 -2.16797 6.50789 -0.014
H 2.49917 -1.69996 1.22072 0.027
O -1.25332 -2.17564 -0.86026 0.102
H 1.42808 2.18295 3.16770 0.132
O -3.22800 2.49635 -3.22473 -0.099
H -1.72946 -0.05469 2.05347 0.130
C 2.17805 -1.97903 -3.15976 -0.029
C 3.26715 -2.23692 1.58841 -0.039
O 0.66317 3.13424 0.51709 0.079
H 2.27935 1.27572 -0.98093 0.083
```

---

# 6
Entry from the Open Molecules 2025 dataset: a structure of composition C25H41Cl3O2P2W in a non-equilibrium geometry (wB97M-V/def2-TZVPD).

Summary:
⟨S²⟩: 2.073
Lowest unoccupied orbital energy (spin up / spin down) in eV: -8.8 / -9.3
Net charge: +2
HOMO (spin up / spin down) in eV: -13.188 / -13.182
Gap between HOMO and LUMO (spin up / spin down) in eV: 4.3 / 3.9
2S+1: 3

Geometry as XYZ:
```
74
Properties=species:S:1:pos:R:3:lowdin_spin:R:1
H 2.19629 1.25605 -4.57270 0.002
H 3.19885 -0.42094 -2.92003 0.002
C 1.66791 1.42904 0.90636 0.112
W 0.84200 0.06360 -1.11058 0.013
H -4.46139 1.43746 -0.66756 -0.004
H 0.29077 -0.70408 -4.89737 0.000
Cl 0.56096 -5.39177 3.05214 0.005
H 3.63986 2.40177 0.53978 0.000
C 0.02156 1.64085 -1.95985 0.031
H -3.95042 2.47856 0.67022 0.006
C -1.47232 0.52657 2.73636 0.014
Cl -0.32972 -3.18510 4.64036 0.001
C 2.59253 -1.39113 -0.19720 0.072
H -0.99443 4.07768 2.22633 -0.002
H -1.59404 4.16546 0.60182 -0.001
C 1.36129 -0.39773 2.77077 0.066
H 2.08173 -4.08598 -0.80930 0.012
C 0.82411 2.58060 0.60918 0.076
H -2.01390 -0.96224 -3.34155 0.003
H 0.46354 -4.52822 -0.08025 0.003
H 2.53612 -0.30848 -0.62832 0.005
C -0.44384 2.36688 1.17881 -0.025
H 2.86595 1.88566 -3.07921 0.001
C 3.14530 1.62639 1.15370 0.018
C 0.01529 -1.08946 -3.89216 0.004
C -3.59393 1.89796 -0.19304 0.019
H -3.21917 -1.63248 1.19519 0.001
H -1.59138 -0.55621 2.74816 0.003
C -3.67243 -0.65604 0.92831 0.040
H -2.40233 3.12872 1.82096 0.000
H -0.48821 -2.40883 -0.98066 0.012
H 1.45811 -2.11072 -2.66410 0.002
H -4.18077 -0.22689 1.80582 0.011
C -0.86788 -4.46126 3.56628 0.000
H -2.46136 0.99480 2.68473 0.001
C -0.96848 0.43276 -2.01094 0.144
H -1.39439 0.57835 -4.03798 0.005
C 2.03088 1.27694 -3.48239 0.007
H 0.85237 -1.36572 2.84344 0.031
C 0.74470 2.07224 -3.22150 0.010
C 1.46581 -4.11775 0.08890 0.079
H -2.00088 0.72761 -1.67411 0.018
C 2.14937 -0.04939 -2.79075 0.032
H 1.05676 3.13778 -3.13979 0.002
C 1.13376 -1.08425 -2.86272 0.021
H 0.61450 4.43494 -0.54341 0.003
O -1.55012 -4.46539 1.20142 0.003
H -0.41947 2.48001 -1.38870 0.001
H -1.05952 0.78107 3.69749 0.010
H 1.12366 0.06474 3.72751 0.011
H 3.40376 -1.21800 0.51679 0.007
H -4.35793 -0.73699 0.06600 -0.005
H -3.18410 2.59150 -0.92108 0.001
C -1.69932 -3.83274 2.25526 0.001
P 1.24594 -2.37214 0.64890 0.526
Cl -2.00117 -5.55032 4.37078 0.000
H 2.87091 -2.03678 -1.02162 0.010
H 0.08496 2.04987 -4.12372 0.000
C -1.43357 3.45692 1.43555 -0.006
H 3.73517 0.70954 1.05222 0.004
C 0.83879 0.47649 1.64872 0.077
O -2.32858 -2.79619 2.56625 0.001
C -0.52322 1.01089 1.68318 0.182
C 1.32208 3.88308 0.07926 0.011
H 3.25480 1.93891 2.19621 0.008
P -2.49944 0.53107 0.25784 0.168
H 2.44235 -0.57015 2.81695 0.001
H -0.32138 -2.13980 -4.05801 0.000
C -1.15471 -0.24003 -3.35684 0.017
H 1.56132 4.55675 0.91249 0.005
H -1.05924 -1.51348 0.50033 0.007
H 2.24972 3.81237 -0.49504 0.000
H 1.95244 -4.67527 0.89096 0.007
C -0.20317 -1.67992 -0.16926 0.100
```